# C10H24N2

The molecule C10H24N2 in a non-equilibrium geometry (ωB97M-V with the def2-TZVPD basis set, OMol25).

```
36
Properties=species:S:1:pos:R:3:forces:R:3:mulliken_charge:R:1
C 0.5501 -2.8171 -0.6447 -0.6 -0.8 0.8 -1.4169
C 0.4380 -1.7973 0.4929 -0.1 0.1 0.2 0.4635
C 0.1650 -2.4827 1.8654 -0.1 0.2 0.5 -1.3897
N -0.5276 -0.7525 0.1685 0.2 2.2 0.8 0.2794
C -1.9647 -1.0779 -0.0807 2.0 0.5 -1.0 -1.1812
N 0.0408 0.5261 -0.2197 -0.6 -1.6 0.2 0.5082
C 0.3237 0.7193 -1.6589 0.0 1.3 1.4 0.2408
C 1.8336 1.0167 -1.8226 -0.5 0.7 0.1 -1.4305
C -0.5637 1.8372 -2.2354 0.1 0.1 0.2 -1.5104
C 0.1663 1.6542 0.7813 -0.8 -1.7 -0.8 0.5473
C 0.8424 1.1749 2.0396 1.2 -0.5 -0.3 -1.4755
C -1.2286 2.1515 1.1172 0.4 0.4 -0.5 -1.5512
H 0.8002 -2.3572 -1.6013 0.0 0.0 0.1 0.3226
H -0.4185 -3.3571 -0.7078 0.5 0.2 -0.3 0.2725
H 1.3129 -3.5539 -0.3687 -0.1 0.0 -0.3 0.4435
H 1.4208 -1.3241 0.5562 -0.3 0.3 0.1 0.1299
H -0.7166 -3.1371 1.8059 0.2 0.0 0.0 0.3110
H -0.0192 -1.7978 2.7422 0.1 -0.3 -1.2 0.2885
H 1.0280 -3.0895 2.1878 -0.3 0.0 -0.4 0.4055
H -2.5756 -0.2316 0.1354 -0.4 0.7 0.3 0.3441
H -2.2977 -1.9012 0.5325 0.1 -0.4 0.1 0.3602
H -2.1157 -1.2888 -1.1508 -0.2 -0.3 0.2 0.3044
H 0.0481 -0.2114 -2.1375 0.1 -0.2 -0.1 0.3475
H 2.0830 2.0746 -1.5788 -0.3 -0.6 -0.1 0.3169
H 2.1987 0.8356 -2.8258 0.1 -0.1 -0.3 0.4218
H 2.3557 0.4031 -1.1021 0.3 -0.3 0.0 0.3246
H -0.4712 1.8256 -3.3079 -0.1 0.1 -0.6 0.4590
H -0.2664 2.8525 -1.8969 -0.1 -0.6 0.0 0.2607
H -1.6183 1.6769 -1.9698 0.3 0.0 -0.1 0.3548
H 0.8289 2.4124 0.3228 -0.6 -0.2 0.0 0.1923
H 0.2791 0.3851 2.5263 -0.2 0.0 0.0 0.1495
H 1.8333 0.7504 1.7542 -0.5 0.3 0.5 0.3219
H 0.9730 1.9949 2.7413 0.1 0.1 0.1 0.4802
H -1.6927 2.5311 0.2319 -0.5 0.1 -0.7 0.3547
H -1.2009 2.9889 1.7757 0.0 0.6 0.9 0.4681
H -1.8441 1.3661 1.5323 0.0 -0.2 0.2 0.2820
```
Forces are in eV/Å.

As for the SMILES: CC(C)N(C)N(C(C)C)C(C)C. The total energy comes out at -13737.744 eV. As for the HOMO energy: -7.70 eV. The HOMO-LUMO gap comes out at 8.68 eV. Its net charge is 0.

# C10H24N4O2P2Ti

A structure of composition C10H24N4O2P2Ti in a non-equilibrium geometry (ωB97M-V with the def2-TZVPD basis set, OMol25).

```
43
Properties=species:S:1:pos:R:3:forces:R:3:lowdin_spin:R:1
Ti 0.1981 0.0231 0.5338 1.6 1.1 0.5 0.8935
P 0.7130 2.5803 0.6701 0.3 0.9 -0.1 0.0179
P 2.0161 -1.7983 1.0203 1.0 -0.1 0.2 0.0699
N -1.5257 0.8149 -0.2701 0.0 2.3 -1.4 -0.0030
N -0.8036 -1.6861 -0.0066 0.3 -2.1 -0.2 0.3879
H -3.1401 0.1295 -1.4441 0.0 0.0 0.3 -0.0002
H -2.8655 -2.1561 0.0766 0.4 0.0 -0.2 0.0165
H -3.3904 0.0016 0.3150 0.4 0.4 -0.2 -0.0006
C -2.6444 -0.1004 -0.4884 -0.1 0.1 -0.6 0.0019
H -2.2304 -1.9160 -1.5577 0.3 -0.1 0.4 0.0175
C -2.1612 -1.5484 -0.5163 -0.5 -0.6 -0.4 0.0473
H -1.9679 1.9830 -1.9591 0.1 -0.2 0.0 0.0006
H -0.8808 -3.7492 -0.3821 0.4 0.3 0.1 -0.0024
C -1.3059 1.8310 -1.0993 -2.3 -0.4 2.7 0.0266
C -0.2451 -2.9184 -0.0304 -1.4 0.5 -0.3 0.0290
H -1.1831 3.7995 -0.1701 -0.2 -0.5 -0.6 0.0027
C -0.5266 3.0433 -0.6406 0.6 -0.6 -0.4 0.0085
H -0.0383 3.5075 -1.5063 -0.2 0.1 0.4 0.0001
H 3.1767 -1.9588 0.2114 -0.2 0.1 0.4 0.0171
H 2.4497 -2.4255 2.2271 0.0 0.2 -0.4 0.0183
H 1.8372 3.2083 0.0720 -0.1 -0.3 0.4 0.0047
H 0.3605 3.5698 1.6261 0.3 -0.2 -0.1 -0.0001
O 1.1935 0.3188 -0.9849 -0.7 -0.2 0.1 -0.0004
C 0.7486 0.3695 -2.3413 -0.7 0.6 0.2 0.0020
C 1.4246 1.4978 -3.0840 0.3 0.1 -0.4 -0.0005
C 0.9981 -0.9891 -2.9709 0.0 -0.1 -0.2 0.0002
H -0.3743 0.7058 -2.2614 1.8 -1.3 -1.0 0.0006
H 0.9971 2.4573 -2.8007 0.2 0.0 0.0 0.0000
H 2.5026 1.5292 -2.8977 -0.1 -0.1 0.0 0.0000
H 1.2685 1.3823 -4.1635 0.0 0.0 0.2 -0.0001
H 0.4522 -1.7795 -2.4493 0.0 0.1 -0.1 0.0000
H 0.7130 -0.9988 -4.0277 0.0 0.0 0.2 0.0000
H 2.0731 -1.2378 -2.9048 -0.4 0.3 0.0 0.0005
C 1.0590 -3.1572 0.3615 -0.5 -0.7 -0.1 0.4116
H 1.4430 -4.1788 0.2803 -0.1 0.4 0.0 0.0160
N 1.1362 0.0300 4.2419 -0.3 -0.1 -0.5 0.0012
C -0.1032 -0.0012 3.7184 -0.2 0.1 0.6 0.0013
N -1.1544 -0.0564 4.5571 0.3 0.0 -0.6 0.0003
O -0.3005 0.0313 2.4704 0.0 -0.2 0.3 0.0114
H 1.2510 -0.0031 5.2468 0.3 0.0 -0.3 0.0000
H 1.9382 0.0253 3.6122 -0.4 0.1 0.6 0.0021
H -2.0901 -0.0887 4.1590 0.5 0.0 0.3 0.0000
H -1.0181 -0.0913 5.5572 -0.3 0.0 -0.2 0.0000
```
Forces are in eV/Å.

The total energy comes out at -62494.066 eV. As for the HOMO energy (alpha / beta): -14.56 / -15.84 eV. The HOMO-LUMO gap (alpha / beta) comes out at 8.20 / 7.14 eV. The value obtained for the energy above the lowest of the compared OMol25 structures with the same formula, charge and spin is 0.0 kcal/mol. The expectation value of S² is 2.03. Its spin multiplicity is 3. Its net charge is +2.

# C10H24N6O4PSr

A structure of composition C10H24N6O4PSr in a non-equilibrium geometry (ωB97M-V with the def2-TZVPD basis set, OMol25).

```
46
Properties=species:S:1:pos:R:3:forces:R:3:lowdin_spin:R:1
Sr -9.6801 -2.4392 -20.9223 -0.4 -0.4 -0.5 0.7417
N -10.8751 -3.0527 -23.6982 1.1 1.9 -0.7 0.0045
O -11.4326 -3.0563 -24.7567 -1.4 -0.9 -1.4 0.0056
O -11.2896 -3.5784 -22.6767 -1.7 -1.9 2.2 0.0328
O -9.8358 -2.3853 -23.5716 2.0 0.9 0.5 0.0533
O -11.4090 -3.6068 -19.5356 2.0 0.2 0.0 0.0794
P -12.7578 -3.7637 -18.9954 -3.1 -1.4 2.0 0.0071
N -13.2553 -2.4254 -18.1269 0.0 0.3 -0.6 0.0016
C -12.2592 -1.6759 -17.3888 1.0 -0.3 -0.2 0.0174
C -14.5684 -2.3468 -17.5184 -1.0 0.0 -0.7 0.0005
N -12.9949 -5.0839 -17.8777 -0.1 1.7 -1.5 0.0008
C -14.3634 -5.3869 -17.4318 0.1 -0.2 -0.3 0.0002
C -11.9566 -5.9542 -17.4043 0.5 -0.9 -0.1 0.0020
N -13.9158 -4.0010 -20.1592 -1.0 -0.2 0.3 0.0011
C -13.9243 -5.3131 -20.8656 -0.5 1.1 -0.3 0.0011
C -14.3550 -2.8435 -20.9562 0.1 -0.3 -0.6 0.0042
H -11.3697 -1.4417 -17.9738 -0.3 0.4 -0.6 0.0330
H -11.7725 -2.2942 -16.6345 -0.5 0.1 0.9 0.0015
H -12.7175 -0.7596 -17.0166 0.2 -0.2 0.2 0.0005
H -15.2936 -2.8089 -18.1883 0.0 -0.1 0.1 0.0001
H -14.9346 -1.3232 -17.4386 0.5 0.3 0.0 0.0001
H -14.7000 -2.7810 -16.5273 0.4 -0.3 0.1 0.0001
H -14.6507 -6.4119 -17.6663 0.2 -0.3 -0.1 0.0000
H -14.5004 -5.2652 -16.3574 0.3 0.1 0.2 0.0000
H -15.1123 -4.7616 -17.9178 0.4 -0.1 -0.1 0.0000
H -10.9441 -5.5514 -17.4317 -0.2 0.5 0.0 0.0022
H -12.1634 -6.2980 -16.3908 0.0 0.3 0.2 0.0000
H -11.8729 -6.8718 -17.9866 -0.2 -0.3 -0.3 0.0003
H -14.1262 -6.1203 -20.1615 0.7 -0.1 -0.1 0.0001
H -14.7507 -5.3491 -21.5754 -0.4 0.3 0.3 0.0001
H -13.0748 -5.3674 -21.5464 0.5 -0.6 0.5 0.0009
H -14.7575 -2.0268 -20.3570 0.7 0.1 0.2 0.0003
H -15.1811 -3.0638 -21.6322 -0.2 -0.7 0.2 0.0001
H -13.5601 -2.5860 -21.6562 0.2 0.7 0.2 0.0034
C -13.2977 -5.6935 -24.8517 0.0 0.1 -1.1 0.0005
C -12.0658 -6.3982 -25.2854 -2.0 1.0 1.3 0.0005
N -11.1348 -6.9691 -25.5952 1.3 -0.7 -0.5 0.0001
H -13.3549 -5.3823 -23.8086 0.5 -0.2 -0.1 0.0004
H -14.1766 -6.2777 -25.1244 0.1 -0.3 0.2 0.0000
H -13.3756 -4.8047 -25.4778 0.1 0.2 0.2 0.0003
C -8.7626 -4.7003 -26.6896 0.5 0.7 0.4 0.0004
C -7.5316 -4.0659 -26.1732 1.0 0.8 0.2 0.0007
N -6.5692 -3.5727 -25.7486 -1.4 -0.8 -0.6 0.0003
H -9.6057 -4.2377 -26.1764 -0.1 -0.4 0.4 0.0004
H -8.6450 -5.7664 -26.4956 -0.6 0.1 -0.2 0.0001
H -8.9453 -4.4390 -27.7320 0.4 -0.4 -0.1 0.0000
```
Forces are in eV/Å.

The total energy comes out at -38011.684 eV. As for the HOMO energy (alpha / beta): -4.60 / -9.21 eV. The HOMO-LUMO gap (alpha / beta) comes out at 4.88 / 9.26 eV. The expectation value of S² is 0.75. Its spin multiplicity is 2. Its net charge is 0.

# C10H24N6O7Zn

A structure of composition C10H24N6O7Zn in a non-equilibrium geometry (ωB97M-V with the def2-TZVPD basis set, OMol25).

```
48
Properties=species:S:1:pos:R:3:forces:R:3:mulliken_charge:R:1
O 2.1689 0.0928 -3.4217 0.0 0.1 -0.1 -0.5985
H 1.1972 -0.0283 -3.5812 1.0 -0.3 0.7 0.2507
Zn -0.4759 -0.0107 -0.1765 2.5 -1.2 0.4 0.9016
N 0.0187 1.9838 0.5459 0.8 0.8 1.5 0.7180
N 1.6533 0.6301 -1.0552 -0.2 -0.3 1.7 0.5963
N -1.4325 -1.6644 0.8737 0.3 -3.1 -0.1 0.4523
N 0.2980 -2.0083 -0.9523 -1.8 -2.8 1.0 0.3044
O -0.6352 2.5209 1.5135 0.8 -0.5 -1.3 -0.9778
O -2.1124 -1.6967 2.0610 -0.4 1.1 0.5 -0.6253
O 1.4804 -2.3715 -1.4633 0.8 1.2 -0.7 -0.5436
O 2.6217 -0.1412 -1.3257 -1.4 1.7 -1.6 -0.5494
C 1.9659 1.9370 -0.7958 -0.1 -0.8 0.4 0.1102
C 1.0663 2.6660 0.0382 0.4 -0.2 -0.6 0.5597
C -1.5003 -2.8365 0.2664 -0.6 2.8 1.7 0.5275
C -0.5299 -3.0461 -0.7809 2.0 2.1 -1.1 0.0486
C 1.3699 4.0684 0.4364 0.0 0.2 0.0 -1.7415
H 2.2059 4.0992 1.1508 -0.2 0.1 -0.1 0.3241
H 0.4834 4.4997 0.9040 0.2 0.1 -0.1 0.3414
H 1.6451 4.6491 -0.4537 -0.1 0.0 0.3 0.4837
C 3.2919 2.4159 -1.2569 0.3 0.9 0.0 -1.3063
H 3.3954 2.3055 -2.3423 -0.1 -0.3 0.2 0.3225
H 4.1136 1.8602 -0.7819 -0.4 -0.1 -0.1 0.2753
H 3.4238 3.4697 -1.0093 0.0 -0.1 0.0 0.3915
C -2.3942 -3.8530 0.8593 -0.2 -0.9 -0.4 -1.4608
C -0.3200 -4.3774 -1.4307 0.2 -0.2 0.1 -1.5451
H -3.4022 -3.4286 0.9478 0.2 -0.2 0.0 0.3494
H -2.0561 -4.1336 1.8662 -0.1 0.1 -0.2 0.3166
H -2.4164 -4.7508 0.2322 -0.1 0.1 0.2 0.4044
H 0.5479 -4.3382 -2.1013 -0.3 0.0 0.3 0.3567
H -1.2074 -4.6728 -2.0135 0.2 0.1 0.3 0.3556
H -0.1508 -5.1502 -0.6636 0.0 0.1 -0.3 0.3427
H -1.7583 -0.8899 2.5512 -0.5 -0.9 -0.7 0.4902
H 2.0111 -1.4782 -1.4468 -0.6 -1.4 -0.4 0.5140
C -2.0851 0.5968 -0.7961 -3.2 0.6 -1.6 -1.3321
H -2.2760 1.6634 -0.5983 0.0 -0.3 -0.4 0.2023
H -2.9345 0.0375 -0.3598 0.3 0.3 0.1 0.2733
H -2.2060 0.3775 -1.8755 0.0 0.5 0.2 0.2998
O -2.4532 4.5538 0.6862 -0.1 -0.6 0.4 -0.6411
H -3.3877 4.3982 0.9017 0.5 0.0 -0.1 0.2964
H -1.9587 3.7918 1.0705 -0.5 0.6 -0.3 0.3375
N 1.2660 -1.1129 3.6873 0.0 0.4 -0.1 -0.4846
C 0.5896 -0.4168 2.7225 0.5 -0.5 -0.8 0.4940
N -0.5810 0.2095 3.1456 0.6 0.6 0.1 -0.4820
O 0.9514 -0.4492 1.5324 -0.3 0.3 1.7 -0.3361
H 1.1255 -0.8828 4.6638 0.1 -0.1 -0.3 0.1898
H 2.1780 -1.4484 3.4111 -0.2 -0.1 0.1 0.2877
H -0.7459 1.1097 2.6529 -0.1 -0.3 0.0 0.2545
H -0.6713 0.2861 4.1557 0.0 0.1 -0.3 0.2517
```
Forces are in eV/Å.

The total energy comes out at -82440.469 eV. As for the HOMO energy (alpha / beta): -7.97 / -7.97 eV. The HOMO-LUMO gap (alpha / beta) comes out at 5.49 / 5.49 eV. The value obtained for the energy above the lowest of the compared OMol25 structures with the same formula, charge and spin is 15.0 kcal/mol. Its net charge is 0.

net charge of number 4 (C10H24N6O7Zn)? 0

Copy entry 1 word for word.
# C10H24N2

The molecule C10H24N2 in a non-equilibrium geometry (ωB97M-V with the def2-TZVPD basis set, OMol25).

```
36
Properties=species:S:1:pos:R:3:forces:R:3:mulliken_charge:R:1
C 0.5501 -2.8171 -0.6447 -0.6 -0.8 0.8 -1.4169
C 0.4380 -1.7973 0.4929 -0.1 0.1 0.2 0.4635
C 0.1650 -2.4827 1.8654 -0.1 0.2 0.5 -1.3897
N -0.5276 -0.7525 0.1685 0.2 2.2 0.8 0.2794
C -1.9647 -1.0779 -0.0807 2.0 0.5 -1.0 -1.1812
N 0.0408 0.5261 -0.2197 -0.6 -1.6 0.2 0.5082
C 0.3237 0.7193 -1.6589 0.0 1.3 1.4 0.2408
C 1.8336 1.0167 -1.8226 -0.5 0.7 0.1 -1.4305
C -0.5637 1.8372 -2.2354 0.1 0.1 0.2 -1.5104
C 0.1663 1.6542 0.7813 -0.8 -1.7 -0.8 0.5473
C 0.8424 1.1749 2.0396 1.2 -0.5 -0.3 -1.4755
C -1.2286 2.1515 1.1172 0.4 0.4 -0.5 -1.5512
H 0.8002 -2.3572 -1.6013 0.0 0.0 0.1 0.3226
H -0.4185 -3.3571 -0.7078 0.5 0.2 -0.3 0.2725
H 1.3129 -3.5539 -0.3687 -0.1 0.0 -0.3 0.4435
H 1.4208 -1.3241 0.5562 -0.3 0.3 0.1 0.1299
H -0.7166 -3.1371 1.8059 0.2 0.0 0.0 0.3110
H -0.0192 -1.7978 2.7422 0.1 -0.3 -1.2 0.2885
H 1.0280 -3.0895 2.1878 -0.3 0.0 -0.4 0.4055
H -2.5756 -0.2316 0.1354 -0.4 0.7 0.3 0.3441
H -2.2977 -1.9012 0.5325 0.1 -0.4 0.1 0.3602
H -2.1157 -1.2888 -1.1508 -0.2 -0.3 0.2 0.3044
H 0.0481 -0.2114 -2.1375 0.1 -0.2 -0.1 0.3475
H 2.0830 2.0746 -1.5788 -0.3 -0.6 -0.1 0.3169
H 2.1987 0.8356 -2.8258 0.1 -0.1 -0.3 0.4218
H 2.3557 0.4031 -1.1021 0.3 -0.3 0.0 0.3246
H -0.4712 1.8256 -3.3079 -0.1 0.1 -0.6 0.4590
H -0.2664 2.8525 -1.8969 -0.1 -0.6 0.0 0.2607
H -1.6183 1.6769 -1.9698 0.3 0.0 -0.1 0.3548
H 0.8289 2.4124 0.3228 -0.6 -0.2 0.0 0.1923
H 0.2791 0.3851 2.5263 -0.2 0.0 0.0 0.1495
H 1.8333 0.7504 1.7542 -0.5 0.3 0.5 0.3219
H 0.9730 1.9949 2.7413 0.1 0.1 0.1 0.4802
H -1.6927 2.5311 0.2319 -0.5 0.1 -0.7 0.3547
H -1.2009 2.9889 1.7757 0.0 0.6 0.9 0.4681
H -1.8441 1.3661 1.5323 0.0 -0.2 0.2 0.2820
```
Forces are in eV/Å.

As for the SMILES: CC(C)N(C)N(C(C)C)C(C)C. The total energy comes out at -13737.744 eV. As for the HOMO energy: -7.70 eV. The HOMO-LUMO gap comes out at 8.68 eV. Its net charge is 0.

What is the net charge in the first record? 0

What is the formula in the fourth record? C10H24N6O7Zn